# 1
{
  "formula": "C9H20N3O2RhS",
  "method": "the ωB97M-V functional and the def2-TZVPD basis",
  "species": ["Rh", "C", "C", "N", "C", "C", "S", "C", "C", "N", "H", "H", "H", "H", "H", "H", "H", "H", "H", "H", "H", "H", "H", "H", "N", "C", "C", "C", "O", "O", "H", "H", "H", "H", "H", "H"],
  "coordinates": [[-0.61450, 0.29860, 0.34110], [1.77940, 0.18720, 2.46790], [2.27360, -0.49710, 1.18740], [1.64370, 0.04520, -0.02900], [2.20810, 1.27610, -0.59170], [1.83380, 2.55310, 0.16260], [0.06390, 2.64040, 0.64480], [0.12110, 2.76860, 2.47320], [-0.24750, 1.44930, 3.16060], [0.31620, 0.29380, 2.47010], [2.20940, 1.18150, 2.57110], [2.12870, -0.41190, 3.31530], [2.01470, -1.55660, 1.23470], [3.36610, -0.41340, 1.13740], [1.70460, -0.67840, -0.74560], [1.86420, 1.36400, -1.62680], [3.30650, 1.22210, -0.61110], [2.00050, 3.41070, -0.49270], [2.43780, 2.69410, 1.05420], [-0.60920, 3.53080, 2.75280], [1.10620, 3.13960, 2.75010], [-1.33750, 1.33650, 3.16060], [0.08170, 1.49910, 4.20930], [-0.09080, -0.57240, 2.82550], [-2.60200, -0.20190, -0.77440], [-2.89780, -1.56460, -1.22970], [-2.88210, -2.57930, -0.12250], [-1.27000, -2.88300, 0.26940], [-0.91150, -3.94070, -0.13480], [-0.80420, -1.92580, 0.87940], [-3.33920, 0.09750, -0.12960], [-2.63390, 0.43650, -1.57370], [-2.20460, -1.84110, -2.03290], [-3.90800, -1.61320, -1.67720], [-3.29510, -3.53500, -0.43410], [-3.32270, -2.22050, 0.80820]],
  "atomic_forces_ev_per_a": [[2.675, -3.018, 2.822], [0.710, -0.126, -0.573], [-0.125, -0.271, 1.009], [-2.171, 0.117, -0.006], [0.059, 0.895, -0.288], [0.016, -0.232, -0.129], [-0.563, -0.434, -0.615], [-0.235, -0.381, 0.075], [-0.267, 0.604, 0.219], [-0.953, -0.301, -1.714], [-0.050, -0.018, 0.039], [-0.134, 0.151, 0.021], [-0.005, 0.058, -0.086], [-0.147, 0.005, -0.174], [-0.166, -0.022, 0.023], [0.032, -0.138, 0.153], [-0.193, -0.178, -0.057], [0.028, -0.065, 0.094], [-0.049, 0.055, 0.081], [0.110, -0.021, -0.078], [0.024, 0.020, -0.095], [0.186, -0.064, 0.070], [-0.052, -0.140, -0.164], [-0.105, -0.064, -0.189], [0.843, 1.661, -0.063], [-0.740, -1.126, -0.510], [2.405, -0.246, 0.861], [-6.698, -1.775, -3.415], [2.175, -0.821, 0.377], [3.811, 5.113, 2.189], [0.104, 0.039, -0.154], [-0.258, -0.117, 0.217], [-0.031, 0.114, 0.186], [0.305, 0.524, 0.030], [-0.117, 0.154, -0.008], [-0.426, 0.045, -0.146]],
  "nbo_charge": [1.041, -0.258, -0.262, -0.475, -0.262, -0.539, 0.430, -0.542, -0.259, -0.495, 0.212, 0.267, 0.262, 0.250, 0.440, 0.246, 0.257, 0.287, 0.245, 0.288, 0.257, 0.239, 0.261, 0.446, -0.841, -0.250, -0.532, 0.807, -0.531, -0.755, 0.414, 0.416, 0.225, 0.238, 0.265, 0.207],
  "homo_lumo_gap_ev": [4.1, 4.0],
  "homo_ev": [-14.55, -14.49],
  "total_charge": 2
}

---

# 2
{
  "formula": "C9H20N5S",
  "method": "the ωB97M-V functional and the def2-TZVPD basis",
  "species": ["C", "C", "C", "N", "C", "C", "C", "C", "N", "C", "N", "S", "C", "N", "N", "H", "H", "H", "H", "H", "H", "H", "H", "H", "H", "H", "H", "H", "H", "H", "H", "H", "H", "H", "H"],
  "coordinates": [[-2.26452, 1.30255, 2.06478], [-1.29921, 0.16062, 2.51528], [-0.41664, 0.01422, 1.31730], [-0.94781, 0.34555, 0.12677], [-0.20826, 0.34032, -0.92703], [-0.76300, 0.48285, -2.36550], [-2.12933, 1.21693, -2.18737], [0.01856, 1.22034, -3.40141], [1.12544, 0.03497, -0.82983], [1.70600, -0.49652, 0.29178], [3.14326, 0.33472, 1.01479], [2.51981, -2.13491, -0.02027], [1.01479, -3.20939, 0.18653], [0.77535, -0.51277, 1.39685], [1.41233, -0.90444, 2.56153], [-1.57550, 2.25089, 2.24761], [-3.04576, 1.33313, 2.78583], [-2.68996, 0.93241, 1.09877], [-1.96799, -0.67537, 2.71910], [-0.67047, 0.38303, 3.38772], [-1.17976, -0.44720, -2.68957], [-2.59300, 1.37365, -3.13697], [-2.17154, 2.22184, -1.73248], [-2.72258, 0.58447, -1.59824], [1.08915, 1.02159, -3.38519], [0.03846, 2.30660, -3.15178], [-0.51689, 1.30484, -4.32559], [1.59725, -0.19524, -1.76032], [3.81185, -0.11344, 0.32921], [3.26981, 1.35842, 0.87753], [0.95978, -3.52238, 1.27289], [1.18801, -4.16467, -0.44176], [0.15790, -2.68796, -0.36117], [2.37259, -0.58896, 2.63115], [0.96191, -0.87068, 3.48909]],
  "atomic_forces_ev_per_a": [[1.812, 0.495, 1.491], [-0.410, 0.897, -0.714], [-0.416, -1.175, 0.104], [-0.254, 0.075, -0.566], [1.559, -1.068, -1.351], [-2.242, 2.113, 1.912], [0.562, 0.976, -0.045], [1.193, 2.069, 1.255], [-0.516, 0.311, -3.229], [3.692, 0.375, 2.536], [-0.986, -1.815, -2.895], [-1.021, -0.085, 0.184], [0.412, -0.918, -1.248], [1.111, 0.921, 1.047], [-0.268, -1.130, 1.562], [-2.063, -1.391, -1.495], [-0.701, 0.332, 0.625], [0.521, 1.537, 0.789], [0.632, -0.596, -0.116], [-0.471, 0.050, -0.093], [0.700, -1.233, -0.192], [-0.304, -0.286, -0.800], [0.775, -0.434, 0.094], [-1.209, -0.691, 0.725], [-0.023, -0.586, -0.984], [-0.140, -0.493, 0.419], [0.254, -0.937, -0.835], [-0.658, 0.527, 1.971], [-0.373, 0.885, 1.278], [-0.861, -0.738, -0.311], [-0.566, 0.732, -1.369], [-0.039, 1.565, 1.042], [0.809, -0.752, 1.403], [-0.030, 0.310, -0.748], [-0.479, 0.160, -1.446]],
  "nbo_charge": [-0.601, -0.481, 0.541, -0.561, 0.592, -0.299, -0.588, -0.624, -0.632, 0.346, -0.888, 0.220, -0.762, -0.196, -0.656, 0.222, 0.222, 0.259, 0.265, 0.226, 0.252, 0.222, 0.222, 0.216, 0.207, 0.226, 0.255, 0.453, 0.364, 0.381, 0.255, 0.266, 0.227, 0.440, 0.408],
  "smiles": "CCC1=NC(C(C)C)=[NH+][C@](N)(SC)N1N",
  "homo_lumo_gap_ev": 8.5,
  "homo_ev": -12.44,
  "total_charge": 1
}

---

Summary of energy above the lowest of the compared OMol25 structures with the same formula, charge and spin in kcal/mol
0.0; 28.8
(order as listed above)